No. 1
{"formula": "C2H3F2I", "method": "the ωB97M-V functional and the def2-TZVPD basis", "homo_ev": -9.690, "smiles": "FC[C@@H](F)I", "relative_energy_kcal_mol": 24.3, "total_charge": 0, "elements": ["F", "C", "C", "F", "I", "H", "H", "H"], "xyz": [[-1.154353, -1.550242, -0.911883], [-0.468364, -0.551589, -0.143051], [-0.299414, 0.676877, -1.013708], [0.433625, 0.484953, -2.108870], [-2.172252, 1.585608, -1.539119], [-0.907717, -0.341384, 0.761381], [0.558238, -0.748957, -0.028754], [0.202181, 1.633203, -0.394244]], "atomic_forces_ev_per_a": [[0.99, 1.13, 1.45], [0.21, 0.03, -4.19], [-0.20, 3.83, 2.40], [0.45, -0.65, -0.56], [-0.26, -0.10, -0.19], [-1.42, 0.28, 1.89], [1.32, -1.62, 0.48], [-1.09, -2.90, -1.28]], "mulliken_charge": [-0.264, -0.317, -0.187, -0.221, 0.034, 0.372, 0.264, 0.318]}

***

No. 2
{"formula": "C12H9BrF3InNO5STe", "method": "the ωB97M-V functional and the def2-TZVPD basis", "homo_ev": -3.487, "relative_energy_kcal_mol": 141.7, "total_charge": -1, "elements": ["In", "O", "C", "C", "C", "N", "C", "Br", "C", "H", "H", "H", "H", "F", "C", "F", "F", "S", "O", "O", "O", "Te", "C", "C", "C", "C", "C", "C", "H", "H", "H", "H", "H", "O"], "xyz": [[-0.674597, 1.630209, -0.378174], [4.703603, 1.630209, 2.239426], [3.614803, 1.630209, 1.416626], [3.752803, 1.630209, 0.035826], [2.597403, 1.630209, -0.726074], [1.354903, 1.630209, -0.203174], [1.251103, 1.630209, 1.178926], [-0.499597, 1.630209, 2.131326], [2.360903, 1.630209, 2.010226], [5.512803, 1.630209, 1.701326], [4.721303, 1.630209, -0.448774], [2.641503, 1.630209, -1.811674], [2.265703, 1.630209, 3.089426], [-3.059397, 3.139309, -2.401674], [-3.590097, 3.859009, -1.348774], [-4.626497, 3.139709, -0.784674], [-4.070497, 5.066009, -1.820074], [-2.298597, 4.152909, -0.099074], [-2.674797, 3.648309, 1.303326], [-2.168397, 5.658209, 0.178726], [-0.674597, 3.651609, -0.378174], [-0.674597, -1.162191, -0.378174], [-0.668797, -3.280591, -0.376574], [-0.333297, -3.981291, -1.541074], [-0.329597, -5.380191, -1.539474], [-0.661097, -6.079591, -0.374474], [-0.996397, -5.380191, 0.789626], [-1.000397, -3.981391, 0.788926], [-0.076197, -3.443691, -2.444474], [-0.070097, -5.921491, -2.440074], [-0.658097, -7.161891, -0.373574], [-1.252897, -5.921591, 1.691026], [-1.260497, -3.443891, 1.691626], [-2.457797, 1.630209, -0.378174]], "atomic_forces_ev_per_a": [[0.10, -0.90, -3.81], [-0.22, 0.01, -0.49], [0.84, -0.02, 0.37], [-0.70, -0.01, -0.27], [-0.64, 0.02, -0.05], [1.85, 0.11, 3.06], [1.33, -0.09, 0.61], [2.03, 0.19, 1.14], [-0.45, 0.04, -0.29], [-0.35, -0.01, 0.24], [-0.06, -0.01, 0.04], [-0.05, -0.03, 0.18], [-0.02, -0.01, -0.18], [-1.24, 1.75, 1.18], [-1.45, -1.74, -1.74], [1.80, 1.83, -1.27], [0.61, -2.02, 0.64], [4.76, 2.29, 9.31], [0.05, 0.35, -3.93], [-0.56, -3.27, -3.14], [-3.67, 3.14, -0.73], [-0.23, -1.54, -0.09], [0.48, 0.28, -0.04], [-0.12, -0.70, 0.34], [-0.18, 0.34, 0.51], [0.01, 0.30, 0.01], [0.13, 0.34, -0.55], [0.08, -0.60, -0.34], [-0.01, 0.05, 0.05], [0.01, -0.03, -0.05], [0.00, -0.04, 0.00], [-0.02, -0.02, 0.04], [0.01, 0.06, -0.05], [-4.13, -0.07, -0.71]], "mulliken_charge": [0.757, -0.513, 0.959, -0.565, -0.494, 0.026, 0.113, -0.026, -0.384, 0.295, 0.326, 0.432, 0.475, -0.186, 0.667, -0.177, -0.220, 0.965, -0.623, -0.707, -0.682, -0.137, -0.079, -0.431, -0.446, -0.449, -0.451, -0.348, 0.325, 0.336, 0.339, 0.338, 0.330, -0.765]}

***

No. 3
{"formula": "C3H12N2O", "method": "the ωB97M-V functional and the def2-TZVPD basis", "homo_ev": -9.558, "smiles": "CCO.NCN", "relative_energy_kcal_mol": 21.7, "total_charge": 0, "elements": ["C", "C", "O", "H", "H", "H", "H", "H", "H", "N", "C", "N", "H", "H", "H", "H", "H", "H"], "xyz": [[3.802341, -1.467616, -3.833351], [2.584929, -1.778781, -4.692082], [2.241690, -0.739235, -5.587588], [3.931790, -2.109093, -2.985782], [3.761576, -0.466250, -3.405109], [4.715751, -1.486743, -4.424587], [2.701623, -2.776884, -5.102246], [1.793621, -1.910185, -3.990929], [2.107864, 0.016813, -5.015243], [-1.721380, 1.708511, 4.547170], [-2.885221, 1.005018, 4.136797], [-4.176088, 1.483250, 4.705655], [-1.929361, 2.201960, 5.415459], [-1.569138, 2.508133, 3.935461], [-2.943043, -0.047836, 4.430243], [-2.938015, 0.978062, 3.041736], [-4.836930, 0.712763, 4.709775], [-4.642012, 2.168114, 4.114620]], "atomic_forces_ev_per_a": [[0.61, 0.83, -0.74], [0.43, -0.09, 1.48], [0.36, -0.66, -0.37], [-0.12, -0.75, 0.33], [-0.26, 0.22, -0.06], [0.13, -0.09, -0.06], [0.04, 0.30, -1.07], [-1.11, -0.10, 0.59], [-0.09, 0.35, -0.11], [0.24, 1.25, 0.43], [-2.10, -0.91, -0.60], [-0.08, 0.34, -0.33], [0.08, -0.59, 0.28], [0.10, -0.36, -0.30], [0.96, 0.02, 0.19], [0.25, 0.12, 0.02], [0.17, -0.07, 0.23], [0.37, 0.20, 0.07]], "mulliken_charge": [-1.013, -0.277, -0.502, 0.322, 0.326, 0.257, 0.325, 0.257, 0.303, -0.609, -0.270, -0.634, 0.274, 0.236, 0.291, 0.261, 0.252, 0.200]}

***

No. 4
{"formula": "C8H13IOS", "method": "the ωB97M-V functional and the def2-TZVPD basis", "homo_ev": [-7.590, -7.366], "relative_energy_kcal_mol": 44.9, "total_charge": 0, "elements": ["C", "C", "C", "C", "C", "C", "C", "C", "O", "S", "I", "H", "H", "H", "H", "H", "H", "H", "H", "H", "H", "H", "H", "H"], "xyz": [[0.152826, 0.232741, 0.969486], [3.073217, 0.962331, 2.183917], [2.629572, 2.396710, 2.257694], [2.310765, 1.589667, 1.078664], [-2.810659, -0.586714, -0.563313], [-1.408057, -0.542812, -2.712713], [-0.953575, -1.999639, -0.706713], [-1.459146, -0.701142, -1.215024], [-0.048415, -0.262267, 2.013961], [-0.237873, 0.594613, -0.561460], [3.351754, 1.765683, -0.774932], [4.117647, 0.723227, 2.225767], [2.474661, 0.269034, 2.758714], [1.818508, 2.692644, 2.993849], [3.328627, 3.108075, 2.044137], [-3.479862, 0.210284, -1.068351], [-3.229270, -1.572894, -0.887888], [-2.852153, -0.440112, 0.540575], [-2.275767, 0.033063, -2.883871], [-1.441382, -1.587667, -3.075315], [-0.513985, 0.092792, -2.999237], [0.083129, -1.937504, -0.565441], [-1.303553, -2.209971, 0.250406], [-1.327011, -2.830139, -1.302912]], "atomic_forces_ev_per_a": [[2.08, 1.39, 2.14], [-0.72, -0.16, 0.62], [-2.72, -0.65, 1.42], [-1.20, -2.13, -1.16], [-2.36, 0.96, -1.61], [1.15, 0.07, 0.76], [0.27, -0.80, -0.77], [0.62, 0.88, 2.22], [-0.10, -0.30, -0.66], [-0.24, 0.45, -1.55], [-0.38, 0.23, 0.34], [0.38, 0.02, -0.54], [-0.11, -0.11, 0.25], [1.02, -0.34, -1.08], [1.86, 1.98, -0.04], [1.03, -1.04, 0.92], [-0.48, 0.74, 0.78], [0.32, -0.35, -0.91], [-1.02, 0.44, -1.24], [0.11, 0.97, -0.69], [-0.87, -1.26, -0.16], [1.74, -0.75, -0.54], [-0.83, -0.12, 1.85], [0.44, -0.10, -0.35]], "mulliken_charge": [0.625, -0.570, -0.542, -0.076, -1.180, -1.322, -2.041, 1.273, -0.428, -0.140, -0.030, 0.271, 0.132, 0.162, 0.323, 0.295, 0.355, 0.350, 0.354, 0.304, 0.356, 0.545, 0.466, 0.517]}

***

No. 5
{"formula": "C34H36As2BrCsF3N2O2S", "method": "the ωB97M-V functional and the def2-TZVPD basis", "homo_ev": -3.809, "relative_energy_kcal_mol": 24.8, "total_charge": -1, "elements": ["Cs", "C", "As", "C", "C", "C", "C", "C", "C", "C", "As", "C", "C", "H", "H", "H", "H", "H", "H", "H", "H", "H", "H", "H", "H", "H", "H", "H", "H", "C", "C", "C", "C", "C", "C", "C", "C", "S", "C", "N", "C", "C", "C", "C", "C", "C", "C", "C", "H", "H", "H", "H", "H", "H", "H", "H", "H", "H", "H", "H", "H", "H", "H", "H", "Br", "C", "C", "C", "N", "C", "C", "H", "H", "H", "H", "F", "C", "F", "F", "C", "O", "O"], "xyz": [[1.193514, 0.088516, -0.950466], [-2.492593, 3.128197, -0.355879], [-1.496232, 1.795848, -1.397322], [-2.816569, 0.355886, -1.268386], [-1.956841, 2.441332, -3.205859], [-3.278586, 2.545074, -3.625481], [-3.586642, 2.929394, -4.923390], [-2.562500, 3.224774, -5.811225], [-1.239648, 3.154984, -5.392720], [-0.924079, 2.768188, -4.092767], [0.938694, 2.699392, -3.440299], [1.846626, 3.394507, -5.026698], [0.860483, 4.444051, -2.511663], [-3.510837, 3.252566, -0.727147], [-1.970559, 4.083286, -0.401191], [-2.522547, 2.799619, 0.683149], [-3.817607, 0.712923, -1.504267], [-2.810856, -0.019171, -0.243509], [-2.515194, -0.432414, -1.955331], [-4.083213, 2.312345, -2.937819], [-4.620935, 2.986908, -5.240232], [-2.788670, 3.511374, -6.831262], [-0.451421, 3.397479, -6.093034], [1.463884, 4.375140, -5.310329], [1.743481, 2.695242, -5.855348], [2.903258, 3.474628, -4.774088], [0.295278, 5.155035, -3.113755], [1.875416, 4.801403, -2.345971], [0.396610, 4.327677, -1.532858], [-0.911925, -4.195827, 3.161231], [-0.545825, -3.770892, 4.580384], [-1.839633, -3.695332, 5.401866], [0.370156, -4.839322, 5.190525], [0.166903, -2.414993, 4.608512], [0.514861, -1.856417, 5.854690], [1.151574, -0.636517, 5.956596], [1.457779, 0.056505, 4.786251], [2.234448, 1.579483, 4.557948], [2.037094, 1.412436, 2.808888], [1.471542, 0.302990, 2.442121], [1.134456, -0.477748, 3.543158], [0.487465, -1.716163, 3.456164], [2.541254, 2.493056, 1.898797], [2.940966, 3.708043, 2.472843], [3.446306, 4.719190, 1.670701], [3.555368, 4.489747, 0.300531], [3.145178, 3.268271, -0.224947], [2.610766, 2.203108, 0.525653], [-1.419764, -5.163993, 3.188618], [-0.034650, -4.298842, 2.518496], [-1.585542, -3.476663, 2.690811], [-2.357632, -4.658579, 5.377440], [-2.510853, -2.934492, 4.996618], [-1.644507, -3.446237, 6.446590], [-0.122774, -5.816096, 5.180878], [0.628954, -4.603358, 6.224671], [1.300096, -4.918901, 4.622731], [0.274689, -2.394506, 6.764229], [1.407353, -0.234671, 6.929178], [0.256601, -2.096106, 2.469004], [2.854861, 3.892253, 3.541841], [3.751107, 5.664466, 2.103564], [3.959730, 5.265675, -0.344780], [3.260357, 3.141708, -1.303911], [-1.513792, -7.113996, -0.916457], [-0.817322, -5.394241, -0.568378], [-1.675452, -4.327238, -0.406121], [-1.106148, -3.086718, -0.152900], [0.202628, -2.885437, -0.042725], [1.003048, -3.931282, -0.215675], [0.547207, -5.214222, -0.484615], [-2.746937, -4.444077, -0.481638], [-1.742109, -2.214099, -0.041691], [2.068970, -3.742798, -0.148011], [1.236088, -6.034207, -0.625759], [1.272452, -1.856763, -5.660998], [1.201495, -0.808088, -4.820613], [2.473190, -0.443282, -4.524771], [0.650925, 0.208027, -5.512134], [0.445361, -1.154286, -3.509412], [0.742617, -2.259292, -3.036387], [-0.300691, -0.253463, -3.064458]], "atomic_forces_ev_per_a": [[1.48, -0.89, 1.51], [-0.12, 0.03, -0.04], [-0.75, 0.62, -0.31], [0.03, 0.00, 0.06], [0.08, -0.02, 0.09], [0.09, -0.01, -0.03], [0.02, 0.01, -0.01], [0.03, -0.01, 0.03], [-0.09, -0.04, 0.10], [0.12, 0.02, 0.10], [-0.18, 0.30, 0.04], [0.01, 0.00, -0.10], [-0.04, -0.10, -0.05], [0.00, 0.03, 0.03], [-0.01, 0.01, 0.00], [0.00, 0.01, 0.02], [-0.04, -0.04, 0.00], [-0.02, -0.02, 0.01], [-0.01, 0.00, 0.00], [-0.03, -0.01, -0.01], [0.00, 0.01, -0.01], [-0.02, 0.01, 0.00], [-0.01, 0.00, -0.02], [0.03, 0.01, -0.04], [0.02, 0.00, 0.00], [0.03, 0.04, -0.02], [0.02, 0.05, 0.01], [0.01, 0.03, -0.04], [-0.02, -0.03, 0.00], [-0.04, -0.06, -0.08], [0.06, 0.07, 0.02], [-0.06, 0.02, 0.02], [0.06, -0.06, 0.00], [-0.01, 0.00, 0.01], [-0.02, 0.00, -0.07], [0.03, 0.00, -0.03], [0.04, -0.06, 0.25], [0.02, 0.15, 0.12], [0.15, 0.22, -0.46], [-0.01, 0.14, 0.32], [-0.12, 0.00, -0.52], [-0.01, -0.05, 0.08], [-0.18, -0.44, 0.47], [0.02, 0.15, 0.00], [-0.04, -0.12, 0.00], [-0.03, -0.09, 0.09], [0.08, 0.12, -0.01], [0.38, 0.48, 0.12], [0.01, 0.03, -0.01], [0.00, 0.00, 0.05], [0.00, -0.01, 0.03], [0.02, 0.02, 0.00], [0.02, -0.02, 0.00], [0.00, -0.01, -0.03], [0.00, 0.03, -0.01], [-0.01, 0.01, -0.03], [-0.02, 0.00, 0.01], [0.02, 0.02, 0.00], [0.00, 0.03, -0.02], [0.01, 0.03, 0.01], [-0.02, -0.04, -0.03], [0.00, 0.00, 0.01], [0.00, -0.01, 0.00], [0.00, -0.01, -0.02], [-0.07, -0.14, -0.02], [-0.02, -0.03, -0.01], [-0.03, 0.16, -0.03], [0.07, -0.05, -0.05], [-0.07, -0.03, 0.11], [-0.02, 0.00, -0.05], [0.10, 0.09, 0.03], [0.01, 0.00, 0.00], [0.02, -0.02, 0.03], [-0.01, 0.02, 0.02], [0.00, 0.01, 0.00], [0.07, 0.13, 0.00], [-0.07, -0.08, -0.07], [-0.02, 0.03, -0.12], [0.10, -0.03, -0.01], [-0.46, -0.39, -0.23], [-0.07, 0.34, -0.03], [-0.48, -0.58, -1.17]], "mulliken_charge": [1.651, -1.292, 0.419, -1.163, -0.336, -0.337, -0.833, -0.684, -0.337, 0.528, 0.487, -1.490, -1.233, 0.365, 0.312, 0.404, 0.430, 0.348, 0.318, 0.248, 0.376, 0.362, 0.310, 0.379, 0.392, 0.393, 0.467, 0.451, 0.253, -2.031, 2.295, -1.770, -1.772, 0.404, -0.390, -1.285, 1.070, -0.443, -0.172, -0.113, -1.657, -0.265, 1.192, -0.636, -0.721, -0.647, -1.021, 0.115, 0.534, 0.317, 0.370, 0.434, 0.384, 0.359, 0.428, 0.374, 0.373, 0.359, 0.363, 1.052, 0.253, 0.358, 0.357, 0.458, -0.195, 0.090, -0.644, -0.133, 0.289, -0.645, -0.476, 0.478, 0.341, 0.427, 0.466, -0.289, 0.871, -0.281, -0.226, -0.109, -0.577, -0.502]}

***

No. 6
{"formula": "C9H14", "method": "the ωB97M-V functional and the def2-TZVPD basis", "homo_ev": -8.776, "smiles": "Cc1ccccc1.CC", "relative_energy_kcal_mol": 59.2, "total_charge": 0, "elements": ["C", "C", "C", "C", "C", "C", "C", "H", "H", "H", "H", "H", "H", "H", "H", "C", "C", "H", "H", "H", "H", "H", "H"], "xyz": [[-0.045605, 1.846435, -1.480148], [0.676926, 0.532026, -1.173047], [1.052568, 0.228288, 0.143674], [1.449792, -1.116242, 0.333638], [1.673189, -1.966824, -0.815070], [1.548029, -1.495440, -2.117019], [0.991062, -0.236407, -2.336740], [-0.614999, 2.397956, -0.727120], [-0.754644, 1.656996, -2.217429], [0.686749, 2.605659, -1.739935], [0.829712, 0.949888, 0.768779], [1.592921, -1.440098, 1.335172], [2.258896, -2.862554, -0.398957], [1.630692, -2.113250, -3.050171], [0.702951, -0.056674, -3.314227], [-1.502410, -0.214396, 1.427828], [-1.857808, 0.562384, 2.791283], [-1.339275, 0.596501, 0.745595], [-0.841453, -1.147236, 1.543722], [-2.434937, -0.843317, 1.015362], [-1.617120, -0.109739, 3.605496], [-2.860076, 0.786131, 2.947655], [-1.225161, 1.439913, 2.711658]], "atomic_forces_ev_per_a": [[1.23, 0.45, 1.44], [0.07, 1.48, -1.47], [0.59, -4.99, -5.33], [0.06, 1.44, -2.23], [1.86, 0.00, 3.44], [-0.76, -0.61, -0.90], [0.23, -1.27, 4.12], [0.09, -0.77, 0.76], [-0.94, -0.02, -1.77], [0.09, 0.02, -0.75], [-0.73, 2.89, 3.79], [0.36, -0.66, 0.53], [-1.30, 0.70, -1.70], [0.49, 0.25, 1.32], [-0.61, 1.14, -1.58], [-3.65, -2.58, 1.18], [2.30, -2.22, -1.63], [0.75, -0.57, -0.84], [-0.11, 2.34, -0.20], [1.40, 1.75, 0.83], [0.51, 0.29, 0.44], [-1.86, 0.71, -0.31], [-0.09, 0.21, 0.84]], "mulliken_charge": [-1.688, 1.174, -1.130, -0.334, -0.616, -0.298, -0.660, 0.358, 0.426, 0.379, 0.910, 0.534, 0.236, 0.273, 0.410, -0.416, -0.937, 0.021, 0.187, 0.321, 0.268, 0.306, 0.277]}

***

- What is the formula in the fourth record?
  C8H13IOS